[1]
C5H9NO2 | ωB97M-V/def2-TZVPD

```
! RIJCOSX wB97M-V def2-TZVPD def2/J DEFGRID3
* xyz 0 1
C 1.265 -1.923 -0.023
C 0.373 1.985 -0.060
N 1.044 -0.552 -0.410
C 0.080 0.589 0.493
O 0.248 0.343 1.705
H 1.917 -0.084 -0.661
H 1.600 -2.018 1.016
H 0.317 -2.458 -0.099
H 1.994 -2.416 -0.667
H 0.292 2.015 -1.147
H -0.340 2.681 0.380
H 1.384 2.276 0.238
C -2.443 0.021 0.163
C -1.174 -0.048 -0.261
O -0.648 -0.603 -1.301
H -2.662 0.649 1.015
H -3.247 -0.456 -0.383
*
```

Summary:
Largest force on an atom, eV Å⁻¹: 1.7
Orbital gap (alpha / beta), Ha: 0.250 / 0.249
HOMO level (alpha / beta), eV: -8.84 / -8.85

***

[2]
C5H9NO2 | ωB97M-V/def2-TZVPD

```
! RIJCOSX wB97M-V def2-TZVPD def2/J DEFGRID3
* xyz 0 1
H -2.040 -0.283 2.293
N -1.359 -0.724 1.662
C -0.298 -0.005 1.573
C 1.020 -0.606 0.887
C 1.161 -0.078 -0.514
O 2.189 0.900 -0.586
C -0.218 0.617 -0.800
C -1.262 -0.236 -1.473
O -0.264 1.856 -0.787
H -0.182 0.958 2.094
H 0.880 -1.689 0.894
H 1.838 -0.296 1.543
H 1.352 -0.859 -1.253
H 1.733 1.769 -0.630
H -1.222 -1.261 -1.100
H -1.079 -0.239 -2.549
H -2.250 0.176 -1.254
*
```

Summary:
Largest force on an atom, eV Å⁻¹: 3.4
Orbital gap, Ha: 0.386
SMILES: [H]/N=C/C[C@H](O)C(C)=O
HOMO level, eV: -10.02

***

[3]
C5H9NO2 | ωB97M-V/def2-TZVPD

```
! RIJCOSX wB97M-V def2-TZVPD def2/J DEFGRID3
* xyz 0 1
C 1.024 -1.006 1.376
C -0.105 -1.496 0.855
O -1.300 -1.340 1.463
O -0.163 -2.399 -0.176
H 1.983 -1.272 0.971
H 0.994 -0.442 2.287
H -1.984 -1.758 0.924
H 0.721 -2.685 -0.430
C 0.804 1.616 -0.497
C -0.363 1.015 -1.262
C -1.627 1.553 -0.823
N -2.641 1.918 -0.450
H 0.693 1.325 0.569
H 0.860 2.695 -0.604
H 1.748 1.176 -0.824
H -0.390 -0.084 -1.034
H -0.253 1.183 -2.342
*
```

Summary:
Largest force on an atom, eV Å⁻¹: 1.8
Orbital gap, Ha: 0.346
SMILES: C=C(O)O.CCC#N
HOMO level, eV: -9.00

***

One value per record, in order, for energy above the lowest of the compared OMol25 structures with the same formula, charge and spin: 589.7, 173.5, 165.1 kJ/mol.
One value per record, in order, for calculated total energy: -400.9521, -401.1107, -401.1139 a.u..